Computed, not measured: a cluster of 9 separate species, C36H99N9O9 in total in a non-equilibrium geometry, with the ωB97M-V functional and the def2-TZVPD basis.

Computed properties:
Lowest unoccupied orbital energy in eV: 0.499
Energy above the lowest of the compared OMol25 structures with the same formula, charge and spin in kJ/mol: 789.32
Electronic energy in eV: -70764.1290
Highest occupied orbital energy in eV: -8.82
M in g/mol: 802.242
Largest force on an atom in eV/Å: 3.56
Gap between HOMO and LUMO in eV: 9.32

Atoms and positions in Å:
C 1.70 -26.98 -33.26
C 1.57 -26.62 -31.81
C 2.77 -27.04 -30.84
O 2.44 -26.54 -29.52
C 3.31 -27.04 -28.50
N 1.42 -25.15 -31.85
H 1.75 -28.06 -33.34
H 2.58 -26.63 -33.80
H 0.80 -26.88 -33.87
H 0.61 -26.96 -31.43
H 3.73 -26.57 -31.06
H 2.75 -28.12 -30.77
H 4.34 -27.02 -28.84
H 3.21 -28.12 -28.38
H 3.32 -26.52 -27.54
H 0.81 -24.83 -31.11
H 1.04 -24.79 -32.71
C -2.66 -22.04 -24.39
C -1.26 -21.90 -25.07
C -0.17 -21.23 -24.23
O 1.11 -21.46 -24.67
C 1.56 -20.78 -25.91
N -0.97 -23.22 -25.54
H -3.35 -22.65 -24.99
H -3.02 -21.02 -24.50
H -2.60 -22.48 -23.39
H -1.37 -21.28 -25.97
H -0.12 -21.59 -23.20
H -0.25 -20.15 -24.07
H 0.79 -20.95 -26.66
H 2.62 -21.01 -26.06
H 1.56 -19.70 -25.77
H -0.13 -23.22 -26.10
H -0.55 -23.74 -24.79
C 6.76 -18.02 -33.90
C 6.25 -19.27 -34.55
C 7.32 -20.02 -35.40
O 7.86 -19.39 -36.54
C 8.81 -20.22 -37.18
N 5.81 -20.03 -33.42
H 7.25 -17.33 -34.59
H 7.50 -18.00 -33.10
H 5.99 -17.43 -33.40
H 5.31 -19.23 -35.11
H 6.87 -20.91 -35.84
H 8.18 -20.36 -34.82
H 9.63 -20.49 -36.53
H 9.22 -19.56 -37.95
H 8.44 -21.16 -37.60
H 6.44 -20.69 -33.01
H 5.10 -20.68 -33.73
C -1.14 -16.79 -35.95
C -0.85 -15.62 -35.04
C -1.63 -14.29 -35.34
O -1.04 -13.25 -34.53
C -1.50 -11.90 -34.84
N -1.32 -16.08 -33.78
H -0.90 -16.63 -37.00
H -2.17 -17.13 -35.91
H -0.61 -17.71 -35.70
H 0.21 -15.37 -35.08
H -2.69 -14.43 -35.14
H -1.52 -14.02 -36.39
H -2.53 -11.72 -34.54
H -1.55 -11.64 -35.89
H -0.90 -11.11 -34.39
H -1.02 -15.46 -33.05
H -0.74 -16.87 -33.52
C -0.94 -18.89 -12.75
C -2.22 -18.55 -13.49
C -2.15 -18.75 -15.08
O -3.42 -18.34 -15.71
C -3.51 -18.55 -17.09
N -3.29 -19.36 -12.98
H -0.89 -18.56 -11.71
H -0.06 -18.45 -13.22
H -0.87 -19.97 -12.84
H -2.55 -17.52 -13.39
H -1.76 -19.74 -15.31
H -1.44 -17.97 -15.34
H -2.53 -18.69 -17.55
H -4.10 -17.87 -17.70
H -3.92 -19.55 -17.26
H -4.08 -19.59 -13.57
H -3.68 -19.01 -12.12
C -3.45 -31.94 -27.08
C -3.60 -33.25 -26.26
C -4.75 -33.09 -25.24
O -4.82 -34.07 -24.24
C -6.05 -34.72 -24.20
N -3.59 -34.45 -27.08
H -4.21 -31.79 -27.84
H -2.50 -31.99 -27.63
H -3.50 -30.98 -26.57
H -2.72 -33.29 -25.61
H -5.71 -32.86 -25.70
H -4.60 -32.15 -24.71
H -6.69 -34.07 -23.62
H -5.83 -35.66 -23.70
H -6.64 -34.97 -25.08
H -4.09 -35.01 -26.40
H -4.26 -34.36 -27.83
C 3.57 -24.62 -17.70
C 3.40 -25.56 -18.89
C 2.06 -26.14 -18.99
O 1.90 -27.06 -20.10
C 0.60 -27.39 -20.48
N 3.67 -24.68 -19.99
H 2.80 -23.86 -17.83
H 4.49 -24.05 -17.74
H 3.38 -25.06 -16.72
H 4.12 -26.37 -18.86
H 1.23 -25.44 -19.00
H 1.82 -26.78 -18.14
H 0.45 -28.12 -21.28
H -0.10 -26.61 -20.78
H 0.14 -27.85 -19.61
H 3.84 -23.71 -19.74
H 3.10 -24.82 -20.81
C 1.23 -12.25 -20.56
C 1.42 -13.52 -21.39
C 2.52 -14.38 -20.86
O 3.79 -13.91 -21.34
C 4.81 -14.82 -21.00
N 0.12 -14.17 -21.55
H 1.83 -11.41 -20.92
H 1.60 -12.38 -19.54
H 0.26 -11.78 -20.48
H 1.65 -13.29 -22.43
H 2.20 -15.31 -21.32
H 2.48 -14.64 -19.80
H 4.62 -15.81 -21.41
H 4.97 -14.88 -19.92
H 5.70 -14.48 -21.53
H -0.59 -13.49 -21.33
H 0.10 -14.52 -22.50
C -11.47 -23.64 -20.48
C -12.41 -24.66 -20.07
C -11.84 -26.10 -20.17
O -12.72 -27.09 -19.77
C -13.72 -27.58 -20.69
N -12.93 -24.31 -18.75
H -10.49 -23.88 -20.05
H -11.66 -22.67 -20.03
H -11.27 -23.84 -21.54
H -13.31 -24.51 -20.66
H -11.12 -26.11 -19.35
H -11.36 -26.37 -21.11
H -13.23 -28.01 -21.57
H -14.57 -26.93 -20.89
H -14.04 -28.46 -20.14
H -13.08 -23.32 -18.82
H -13.85 -24.71 -18.63